# 1
This record from the OMol25 dataset describes C2H4N4O in the gas phase. The level of theory is ωB97M-V/def2-TZVPD.

```
11
Properties=species:S:1:pos:R:3:forces:R:3
N -0.9295 -0.5805 -1.4384 -4.30 -0.64 -2.18
N -0.2673 -0.2038 -0.3514 3.24 1.51 3.61
C -0.8003 0.3903 0.7730 3.05 -0.96 -1.30
N 0.1071 0.7959 1.5813 -0.95 0.94 0.89
N 1.2841 0.5051 1.0077 2.01 0.53 0.97
C 1.2513 -0.1101 -0.1788 -3.60 -0.29 -0.96
O 2.0830 -0.5392 -0.9098 0.84 -0.23 -0.63
H -1.9522 -0.1483 -1.3907 2.89 -0.94 -0.35
H -1.1099 -1.5957 -1.3941 0.18 0.46 -0.16
H -1.7959 0.5601 0.8903 -2.66 0.25 0.46
H 2.1295 0.9262 1.4111 -0.70 -0.64 -0.36
```
Positions in Å, forces in eV/Å.

electronic energy	-372.82309	hartree
E_LUMO	0.0255	Eh
highest occupied orbital energy	-8.65	eV
structure (SMILES)	Nn1cn[nH]c1=O
ΔE to the lowest compared entry with this formula, charge and spin	48.5	kcal/mol
frontier orbital gap	9.35	eV

Atomic partial charges in e from the Mulliken method, atoms 1 to 4: atom 1 (N): -0.891, atom 2 (N): 0.436, atom 3 (C): -0.049, atom 4 (N): -0.697



# 2
This record from the OMol25 dataset describes a gas-phase ion, C4H11N2O (charge -1). The level of theory is ωB97M-V/def2-TZVPD.

```
18
Properties=species:S:1:pos:R:3:forces:R:3
N 1.0669 -2.2796 0.4822 0.46 -0.30 0.20
C 0.9958 -0.8463 0.1886 -0.50 -0.65 -0.48
C -0.4209 -0.2656 0.1803 0.38 0.81 1.38
N -0.9873 -0.5494 1.5383 -0.17 -0.52 -0.29
C -0.3588 1.2373 -0.0766 0.39 0.27 -1.51
C -0.1512 1.5900 -1.6354 0.07 -0.90 0.70
O 0.7126 0.7880 -2.2700 0.04 -0.02 -0.02
H 0.5841 -2.4953 1.3440 -0.20 0.10 -0.04
H 0.6500 -2.8533 -0.2408 -0.05 0.27 -0.09
H 1.4450 -0.6461 -0.7812 -0.04 0.17 -0.08
H 1.5827 -0.3193 0.9432 0.02 0.09 0.12
H -1.0671 -0.7660 -0.5382 0.09 -0.07 -0.25
H -1.8905 -0.1093 1.6293 -0.25 0.10 -0.10
H -0.4110 -0.0886 2.2246 0.30 0.22 0.17
H -1.2669 1.7464 0.2735 0.02 -0.03 0.11
H 0.5186 1.6888 0.3991 -0.06 -0.22 0.46
H -1.1977 1.5158 -2.0440 0.01 0.42 -0.14
H 0.1957 2.6524 -1.6170 -0.51 0.25 -0.13
```
Positions in Å, forces in eV/Å.

electronic energy	-343.73936	hartree
net charge	-1
E_LUMO	0.1587	Eh
highest occupied orbital energy	-2.36	eV
structure (SMILES)	NC[C@@H](N)CC[O-]
ΔE to the lowest compared entry with this formula, charge and spin	20.0	kcal/mol
frontier orbital gap	6.68	eV

Atomic partial charges in e from the Mulliken method, atoms 1 to 4: atom 1 (N): -0.687, atom 2 (C): -0.892, atom 3 (C): 0.487, atom 4 (N): -0.835



# 3
This record from the OMol25 dataset describes a molecular structure, C42H55AsBF5N14Sr. The level of theory is ωB97M-V/def2-TZVPD.

```
119
Properties=species:S:1:pos:R:3:forces:R:3
Sr -0.1329 -0.4408 0.0867 -0.02 0.08 -0.15
C 3.6700 0.9994 3.0316 -0.01 -0.01 0.00
C 2.5915 1.2601 2.1804 0.02 0.01 -0.02
N 2.0761 0.1348 1.6933 -0.03 0.00 0.00
N 2.8074 -0.8655 2.2197 0.00 -0.02 0.01
C 3.7675 -0.3772 3.0221 0.02 0.02 0.00
B 2.5915 -2.3559 1.8626 -0.01 0.00 0.02
N 1.2061 -2.8441 2.3353 0.03 0.00 0.01
C 0.9785 -3.8289 3.2203 0.01 -0.01 0.02
C -0.3844 -3.9767 3.3714 0.00 0.01 0.00
C -0.9243 -3.0162 2.5113 -0.03 -0.02 0.01
N 0.0371 -2.3374 1.8913 -0.01 -0.05 -0.01
N 2.7828 -2.5528 0.3520 0.00 -0.02 -0.03
C 3.7091 -3.3284 -0.2369 0.02 0.01 -0.01
C 3.5818 -3.1984 -1.6029 0.00 0.01 -0.01
C 2.5192 -2.3014 -1.7582 -0.01 -0.01 0.01
N 2.0423 -1.9145 -0.5803 -0.02 -0.02 0.06
H 4.2838 1.7020 3.5675 0.00 0.00 0.00
H 2.1745 2.2119 1.8961 0.02 -0.03 0.01
H 4.4506 -1.0428 3.5219 0.00 -0.01 0.00
H 3.4266 -2.9985 2.4419 0.00 0.00 0.00
H 1.8019 -4.3539 3.6742 0.00 0.00 0.00
H -0.9079 -4.6801 3.9943 0.00 0.00 0.00
H -1.9588 -2.8013 2.2990 0.02 0.00 0.01
H 4.3885 -3.9140 0.3591 0.00 0.00 0.00
H 4.1570 -3.6875 -2.3690 0.00 0.00 0.00
H 2.0705 -1.9310 -2.6634 -0.04 0.01 -0.04
C 2.5365 1.3305 -1.2617 0.00 -0.03 0.02
N 2.3210 1.1702 -2.6891 -0.02 0.10 -0.02
C 3.5184 1.4582 -3.4595 0.01 -0.01 -0.01
C 1.0567 1.3663 -3.2064 0.00 -0.07 -0.01
N 0.0798 1.6011 -2.3913 0.02 -0.03 0.06
C -1.2395 1.7061 -2.8592 -0.01 -0.01 -0.05
C -1.7950 0.7121 -3.6299 -0.01 0.02 0.03
C -3.0694 0.8510 -4.2012 0.00 -0.01 0.00
C -3.7855 1.9912 -3.9974 0.00 -0.01 -0.01
C -3.2807 3.0176 -3.1607 -0.01 0.01 0.00
C -4.0579 4.1855 -2.9566 0.01 0.00 0.01
C -3.5943 5.1890 -2.1595 -0.02 0.00 -0.01
C -2.3558 5.0518 -1.5108 0.02 -0.01 0.01
C -1.5647 3.9300 -1.6613 -0.08 0.01 -0.01
N -0.4420 3.8282 -0.8292 0.03 0.00 0.04
C 0.4850 4.7152 -0.8436 0.02 -0.04 -0.03
N 0.8620 5.4879 -1.9246 0.00 0.03 -0.02
C 0.5621 5.0537 -3.2681 0.00 0.00 -0.03
C 1.1765 6.8946 -1.7812 -0.01 0.00 0.00
N 1.2345 4.9416 0.2978 -0.01 0.01 0.02
C 2.6851 4.9652 0.2277 0.02 0.00 -0.01
C 0.6840 4.4655 1.5470 -0.02 0.00 0.01
C -2.0081 2.8764 -2.5376 0.02 -0.01 0.00
N 0.9987 1.3033 -4.5944 0.03 0.04 -0.02
C 1.5097 0.1372 -5.2918 -0.03 -0.03 -0.02
C 0.1273 2.1286 -5.4031 -0.03 0.00 -0.02
H 3.2359 2.1544 -1.0834 0.00 -0.01 -0.03
H 1.5966 1.6066 -0.7899 0.02 0.02 0.06
H 2.9444 0.4250 -0.8148 -0.01 0.01 0.01
H 4.3041 0.7551 -3.1768 0.00 0.00 0.00
H 3.8772 2.4726 -3.2452 0.00 0.00 0.01
H 3.3472 1.3765 -4.5251 0.03 0.02 0.03
H -1.2080 -0.1715 -3.8276 0.01 -0.01 0.00
H -3.4658 0.0526 -4.8168 0.00 0.00 0.00
H -4.7578 2.1295 -4.4550 -0.01 0.00 0.00
H -5.0165 4.2646 -3.4550 0.00 0.00 0.00
H -4.1784 6.0891 -2.0104 0.00 0.00 0.00
H -2.0129 5.8275 -0.8348 0.00 0.00 0.00
H 0.5179 3.9685 -3.2819 0.01 0.02 0.01
H 1.3660 5.3796 -3.9332 0.00 0.00 0.00
H -0.3871 5.4525 -3.6445 0.01 0.00 0.00
H 1.2898 7.1482 -0.7310 0.00 0.00 0.00
H 0.3741 7.5103 -2.2040 0.00 0.00 0.00
H 2.1041 7.1405 -2.3060 0.00 0.00 0.00
H 3.0048 5.1960 -0.7851 0.00 0.00 0.00
H 3.1137 3.9961 0.5091 0.00 0.01 0.00
H 3.0865 5.7243 0.9024 0.00 0.00 0.00
H -0.3295 4.8419 1.6735 -0.01 0.00 0.00
H 1.3018 4.8370 2.3655 0.00 0.00 0.00
H 0.6386 3.3737 1.6038 -0.02 0.01 0.00
H 2.0832 -0.4914 -4.6164 -0.01 -0.01 -0.01
H 2.1483 0.4337 -6.1306 0.00 0.00 0.00
H 0.6806 -0.4603 -5.6842 0.01 0.00 0.00
H -0.3260 2.9245 -4.8205 0.01 0.00 -0.01
H -0.6839 1.5462 -5.8502 0.00 0.00 0.00
H 0.7147 2.5791 -6.2100 0.00 0.00 0.00
C -2.5777 2.9323 1.4202 -0.01 0.00 0.04
C -3.1403 1.9505 0.4599 0.01 0.03 0.05
N -2.5853 0.8276 0.0532 -0.01 -0.07 -0.06
C -3.4991 0.2479 -0.8109 -0.04 0.02 0.08
C -4.6038 1.0257 -0.9105 0.01 0.01 -0.03
N -4.3651 2.1047 -0.0909 0.00 0.00 -0.02
H -1.5035 2.7958 1.4756 0.01 0.01 -0.01
H -3.0103 2.7998 2.4150 0.00 0.01 -0.01
H -2.7732 3.9518 1.0847 0.00 0.01 0.00
H -3.2865 -0.6760 -1.3152 0.01 -0.05 -0.02
H -5.5035 0.9253 -1.4895 0.00 0.00 0.00
H -4.9343 2.9294 -0.0122 0.00 -0.01 0.01
C 0.3417 -0.4208 4.6438 0.01 0.00 0.00
As -0.7338 0.6277 3.3987 0.02 0.03 -0.03
C -2.4908 0.2288 4.1674 -0.02 -0.05 -0.01
C -0.4089 2.3616 4.2665 0.00 -0.02 0.02
H 0.0614 -0.1865 5.6716 0.00 0.00 0.00
H 1.3945 -0.1834 4.4929 0.01 0.00 0.00
H 0.1879 -1.4823 4.4575 0.00 0.00 0.01
H -2.5666 0.5725 5.1992 0.02 0.00 0.00
H -2.6219 -0.8535 4.1419 -0.03 0.01 0.01
H -3.2822 0.6789 3.5688 0.00 0.01 0.01
H -0.6291 2.2939 5.3324 0.00 0.00 0.00
H -1.0184 3.1485 3.8248 -0.01 0.00 -0.01
H 0.6438 2.6172 4.1402 0.00 0.01 0.00
F 0.0454 -1.9534 -3.7054 0.06 -0.01 0.02
C -0.8984 -2.6477 -2.9818 -0.06 0.00 -0.01
C -1.2293 -2.2415 -1.7136 0.02 0.03 0.01
C -2.2083 -3.0186 -1.1446 0.03 0.00 0.05
F -2.6513 -2.7076 0.1206 -0.03 0.04 -0.05
C -2.8293 -4.1039 -1.7380 0.00 0.00 0.01
F -3.7845 -4.8107 -1.1139 0.01 0.00 -0.01
C -2.4458 -4.4563 -3.0197 0.00 -0.01 0.00
F -3.0195 -5.4958 -3.6395 0.01 0.01 0.01
C -1.4652 -3.7153 -3.6559 0.00 0.00 0.01
F -1.0960 -4.0437 -4.9056 0.00 0.00 0.00
```
Positions in Å, forces in eV/Å.

electronic energy	-5190.84522	hartree
E_LUMO	0.0150	Eh
highest occupied orbital energy	-7.37	eV
ΔE to the lowest compared entry with this formula, charge and spin	4.6	kcal/mol
frontier orbital gap	7.78	eV

Atomic partial charges in e from the Mulliken method, atoms 1 to 4: atom 1 (Sr): 0.982, atom 2 (C): -1.330, atom 3 (C): -0.637, atom 4 (N): 2.044